Record 1
Here is a molecular structure, C30H31BrF6HfN3O6P from OMol25. Energies are from the ωB97M-V functional and the def2-TZVPD basis.

Results
energy above the lowest of the compared OMol25 structures with the same formula, charge and spin	27.5	kJ/mol
DFT total energy	-145319.9289	eV
HOMO-LUMO gap	0.2842	Eh
highest occupied orbital energy	-8.13	eV

```
! wB97M-V def2-TZVPD RIJCOSX def2/J DEFGRID3
* xyz 0 1
Hf 0.11442 0.59883 -0.16341
O 4.58295 0.28600 3.17703
C 3.69846 1.03962 3.85114
C 3.96358 1.29462 5.19647
C 3.10223 2.07125 5.94366
C 1.95136 2.61228 5.37136
C 1.67677 2.35457 4.04511
C 2.53356 1.57030 3.26817
C 2.16294 1.28632 1.87600
O 0.99205 1.65623 1.44728
N 2.99001 0.62921 1.10693
N 2.38738 0.37249 -0.12775
C 3.14760 -0.19702 -0.98971
C 2.76505 -0.63147 -2.31160
C 3.77144 -1.12137 -3.15585
C 3.49392 -1.55394 -4.43191
C 2.17321 -1.50599 -4.88510
C 1.16349 -1.03838 -4.07121
C 1.43671 -0.59537 -2.77221
O 0.44211 -0.15922 -2.01695
H 4.27776 0.22586 2.24348
H 4.86056 0.87026 5.62743
H 3.32698 2.26110 6.98562
H 1.28135 3.22413 5.95963
H 0.78872 2.75284 3.57295
H 4.18128 -0.37351 -0.69500
H 4.78907 -1.15043 -2.78270
H 4.28256 -1.92608 -5.07041
H 1.93557 -1.84205 -5.88662
H 0.13691 -1.00458 -4.41258
C -3.15480 -2.02649 -0.66961
C -3.49759 -0.97692 0.38874
P -2.70848 0.62578 0.00699
C -3.62203 1.30434 -1.42727
C -5.12037 1.53841 -1.25785
C -3.06479 1.72794 1.42986
C -4.35538 1.46986 2.20516
H -3.57161 -2.99626 -0.39738
H -2.07356 -2.14354 -0.77150
H -3.55617 -1.75848 -1.64830
H -3.10309 -1.27905 1.36092
H -4.57655 -0.85593 0.49743
H -3.42081 0.61871 -2.25495
H -3.10859 2.23595 -1.67300
H -5.64049 0.63008 -0.95007
H -5.56313 1.86888 -2.19817
H -5.31664 2.31111 -0.51483
H -3.03366 2.74445 1.02760
H -2.20523 1.63952 2.09877
H -5.23570 1.53184 1.56677
H -4.46668 2.20635 3.00133
H -4.34651 0.48316 2.66777
C -0.48804 3.41224 -3.08081
C -0.05666 3.53136 -1.61915
O -0.35639 2.39510 -0.91070
C -0.81754 4.69341 -0.94583
F -2.13847 4.40744 -0.93287
F -0.44458 4.88807 0.32040
F -0.67033 5.85021 -1.60729
C 1.47306 3.77226 -1.56773
F 1.82737 4.90139 -2.20056
F 2.10060 2.75432 -2.18692
F 1.94892 3.83050 -0.32385
H -1.57061 3.30848 -3.12098
H -0.03272 2.51594 -3.49685
H -0.18747 4.28173 -3.66185
Br 2.97474 -5.67419 3.49807
C 1.81374 -4.18871 3.60316
C 1.31571 -3.79029 4.83678
N 0.50038 -2.75044 4.98123
C 0.15641 -2.07320 3.88943
C 0.60285 -2.41168 2.61822
C 1.45810 -3.49348 2.46845
C 0.22179 -1.60092 1.43309
O 0.70396 -1.82363 0.30682
O -0.57019 -0.60068 1.59639
H 1.58958 -4.33043 5.73504
H -0.49592 -1.21927 4.02208
H 1.82567 -3.76124 1.48708
*
```

***

Record 2
Here is 2 unconnected molecules or ions with the total composition C5H13O2 at a distorted geometry from OMol25. Energies are from the ωB97M-V functional and the def2-TZVPD basis.

Results
energy above the lowest of the compared OMol25 structures with the same formula, charge and spin	56.4	kJ/mol
DFT total energy	-9490.7435	eV
HOMO-LUMO gap	0.2646	Eh
highest occupied orbital energy	-3.40	eV

```
! wB97M-V def2-TZVPD RIJCOSX def2/J DEFGRID3
* xyz -1 1
C 1.01493 0.54905 -0.86181
O 2.37848 0.67438 -0.94191
C 0.62420 -0.81646 -0.26659
C -0.36970 -0.82061 0.88981
C -1.86223 -0.88634 0.55299
C -2.31597 0.06096 -0.57180
H 0.53527 0.59566 -1.87673
H 0.46430 1.36625 -0.34619
H 0.30521 -1.55232 -1.02183
H 1.56423 -1.23886 0.09896
H -0.12773 -1.61865 1.61443
H -0.13572 0.01626 1.56229
H -2.04127 -1.90310 0.18067
H -2.39548 -0.71509 1.49481
H -1.61615 -0.07866 -1.39626
H -3.34487 -0.16781 -0.84177
H -2.22981 1.11413 -0.28969
H 3.84177 1.85839 1.00601
H 2.77960 1.42993 0.07332
O 2.93095 2.13290 0.94128
*
```

***

Record 3
Here is 5 unconnected molecules or ions with the total composition C35H73FO15P at a distorted geometry from OMol25. Energies are from the ωB97M-V functional and the def2-TZVPD basis.

Results
DFT total energy	-80187.5985	eV
HOMO-LUMO gap	0.3352	Eh
highest occupied orbital energy	-11.79	eV

```
! wB97M-V def2-TZVPD RIJCOSX def2/J DEFGRID3
* xyz 1 1
C 2.51111 -1.21715 2.35256
C 2.38748 -1.86447 0.91413
C 2.61177 -0.87185 -0.29209
C 3.76870 0.19488 -0.08956
C 3.15106 1.62652 -0.37847
C 2.26245 2.19958 0.78666
C 1.27570 3.29715 0.18711
C 0.69373 4.25153 1.30566
C -0.52126 5.12597 0.79425
C -1.76657 4.27582 0.32501
C -3.01410 4.40547 1.30540
C -4.07421 3.26427 0.95452
C -4.18258 2.18887 2.11511
P -4.73178 0.49748 1.53922
C -4.56471 -0.67729 3.00583
C -3.03343 -0.75386 3.40871
F -2.79784 -0.06624 4.61005
C -6.48122 0.60722 0.89339
C -6.52793 1.43428 -0.46396
C -7.23468 0.68008 -1.66712
O -6.25498 0.37529 -2.68570
C -3.66119 -0.22460 0.17393
O -3.66704 -1.67452 0.33725
O -4.25228 -2.27936 -0.76278
H 2.53369 -0.10204 2.36742
H 1.74761 -1.61840 3.07683
H 3.50488 -1.55185 2.77411
H 3.03828 -2.77300 0.86268
H 1.32265 -2.23643 0.82440
H 2.91958 -1.50900 -1.17228
H 1.67631 -0.32488 -0.58099
H 4.53744 0.02943 -0.89861
H 4.31853 0.11894 0.87957
H 3.96095 2.37438 -0.58082
H 2.57665 1.52141 -1.34578
H 1.60435 1.44239 1.28489
H 2.94341 2.73978 1.49643
H 0.45558 2.82609 -0.42532
H 1.87339 3.93594 -0.52188
H 1.51763 4.98731 1.53851
H 0.42480 3.69593 2.24285
H -0.85814 5.74309 1.67840
H -0.23252 5.84089 -0.01310
H -1.54211 3.18617 0.16250
H -2.11188 4.69713 -0.65919
H -3.49032 5.41192 1.22563
H -2.64990 4.27518 2.36520
H -5.08269 3.72710 0.82794
H -3.74152 2.81553 -0.02360
H -3.20986 2.06074 2.67356
H -4.95947 2.53860 2.85217
H -5.01238 -1.67407 2.78166
H -5.09802 -0.16583 3.85905
H -2.75612 -1.82942 3.54742
H -2.36498 -0.31603 2.62781
H -6.92317 -0.42071 0.77879
H -7.12556 1.14806 1.64407
H -5.49761 1.70020 -0.81612
H -7.10055 2.38649 -0.29644
H -7.98240 1.34752 -2.16785
H -7.75530 -0.26370 -1.34825
H -5.70239 -0.35314 -2.36933
H -4.04501 0.04370 -0.84887
H -2.58414 0.10475 0.24721
H -5.21501 -2.12572 -0.66900
C 7.46277 -4.59150 -1.53048
C 6.18429 -4.04436 -2.13225
O 6.35972 -2.69430 -2.58123
C 6.99608 -2.55626 -3.74876
O 7.41284 -3.44707 -4.43912
O 7.10836 -1.24801 -4.00544
C 7.85261 -0.95351 -5.18724
H 7.83362 -3.92658 -0.74707
H 7.29599 -5.58280 -1.10493
H 8.25153 -4.66824 -2.28083
H 5.40481 -4.01814 -1.36965
H 5.82023 -4.67589 -2.94557
H 7.45785 -1.49249 -6.04892
H 8.90574 -1.19399 -5.03537
H 7.76273 0.11499 -5.37630
C -1.98244 -0.65046 -4.07356
C -0.99436 0.01119 -5.01146
O -1.53388 1.22077 -5.55638
C -1.50912 2.27600 -4.73785
O -1.07573 2.29459 -3.61399
O -2.07094 3.30661 -5.37669
C -2.19145 4.48439 -4.58140
H -2.94391 -0.79790 -4.57154
H -1.60752 -1.61722 -3.73364
H -2.16923 -0.02708 -3.19600
H -0.79387 -0.64756 -5.85638
H -0.03933 0.20334 -4.51803
H -1.23341 4.76722 -4.14383
H -2.93953 4.33339 -3.80080
H -2.52550 5.28988 -5.23298
C -6.99650 8.62908 5.57581
C -7.13940 7.81668 4.30458
O -6.04464 6.89991 4.14919
C -6.11498 5.79340 4.89108
O -6.99848 5.49884 5.64874
O -5.01056 5.06776 4.65722
C -4.91402 3.89202 5.45812
H -6.02137 9.12010 5.60894
H -7.77768 9.38764 5.63821
H -7.06360 7.99370 6.46027
H -7.10982 8.48175 3.44111
H -8.09300 7.28549 4.27136
H -5.81461 3.28033 5.37521
H -4.72953 4.15935 6.49896
H -4.06694 3.31044 5.09413
C 8.34074 -11.88507 1.09885
C 7.06938 -11.32801 0.49019
O 7.25671 -9.97806 0.04533
C 7.90064 -9.84368 -1.11817
O 8.31349 -10.73616 -1.80806
O 8.02409 -8.53534 -1.37307
C 8.77615 -8.24458 -2.55102
H 8.70998 -11.22402 1.88632
H 8.16449 -12.87554 1.52099
H 9.13292 -11.96573 0.35296
H 6.28509 -11.29754 1.24727
H 6.70622 -11.95496 -0.32689
H 8.38266 -8.77852 -3.41636
H 9.82688 -8.49248 -2.39411
H 8.69591 -7.17528 -2.74028
*
```

***

Record 4
Here is 2 unconnected molecules or ions with the total composition C3H8O2 at a distorted geometry from OMol25. Energies are from the ωB97M-V functional and the def2-TZVPD basis.

Results
energy above the lowest of the compared OMol25 structures with the same formula, charge and spin	198.5	kJ/mol
DFT total energy	-7333.9935	eV
HOMO-LUMO gap	0.3631	Eh
SMILES	C=CO.CO
highest occupied orbital energy	-9.16	eV

```
! wB97M-V def2-TZVPD RIJCOSX def2/J DEFGRID3
* xyz 0 1
C 0.75834 -0.20354 -1.70731
C 2.04653 0.04759 -1.48937
O 2.54475 0.63028 -0.33161
H 0.51030 -0.64958 -2.65710
H 0.03551 -0.05117 -0.92129
H 2.78634 -0.14505 -2.26233
H 2.16246 0.06345 0.33266
C -2.11138 -0.18230 1.48606
O -0.99138 0.55254 0.94750
H -2.43072 0.34800 2.38634
H -2.88368 -0.08918 0.72827
H -1.90714 -1.21020 1.77509
H -0.51992 0.88917 1.71309
*
```